Arrangement P

DFT (the ωB97M-V functional and the def2-TZVPD basis) results for C6H14N2 in the gas phase.

For the HOMO energy, the calculation gives -8.11 eV. As for the SMILES: C[C@H](N)CC/C=C/N. The LUMO energy is 1.2 eV.

CARTESIAN COORDINATES (ANGSTROEM)
C 2.2324 1.3462 -1.1360
C 1.4212 0.0738 -1.1849
N 1.0226 -0.1889 -2.5976
C -0.0310 0.2829 -0.5933
C -0.0855 0.3179 0.9707
C -1.4414 -0.0141 1.4585
C -1.7893 -1.2398 1.8635
N -2.9683 -1.5600 2.6310
H 2.6094 1.4593 -0.1107
H 1.7094 2.2404 -1.4250
H 3.1637 1.0726 -1.6580
H 1.8153 -0.8445 -0.7621
H 1.7523 -0.7171 -3.0682
H 1.0105 0.6355 -3.2865
H -0.6345 -0.5664 -0.9044
H -0.3780 1.2563 -0.9065
H 0.2408 1.3396 1.3027
H 0.6643 -0.4547 1.2939
H -2.1678 0.6912 1.0481
H -1.1290 -2.0928 1.7837
H -3.6099 -2.2195 2.1488
H -3.4072 -0.8178 3.1323

---

Arrangement Q

DFT (the ωB97M-V functional and the def2-TZVPD basis) results for 3 unconnected molecules or ions with the total composition C6H14N2.

For the HOMO energy, the calculation gives -8.26 eV. The LUMO energy is 1.1 eV.

CARTESIAN COORDINATES (ANGSTROEM)
C -0.1869 -0.4398 -1.6093
C -1.3648 -1.3621 -1.4779
C -0.3140 2.3328 -1.4075
N -0.9785 1.3872 -1.7799
H 0.0369 -0.2040 -2.6426
H 0.7547 -0.8059 -1.2118
H 0.5154 2.1195 -0.5248
H -0.5289 3.3928 -1.5166
H -1.1863 -2.2839 -2.0416
H -1.5662 -1.6382 -0.4416
H -2.2619 -0.8949 -1.8838
C 0.8805 -1.0242 1.1883
N 0.8437 -1.3691 2.6150
C 0.1200 0.2357 0.8533
C 0.7264 1.4728 0.9179
H 1.1782 -0.5922 3.1759
H -0.1090 -1.5577 2.9093
H 0.4858 -1.8843 0.6446
H 1.9300 -0.9144 0.9000
H -0.9578 0.1819 0.9550
H 0.1806 2.3206 1.3173
H 1.8021 1.5276 1.0610

---

Structures ranked by computed energy, the most stable listed first: arrangement P, arrangement Q.

---

Arrangement P

DFT (the ωB97M-V functional and the def2-TZVPD basis) results for C6H14N2 in the gas phase.

For the HOMO energy, the calculation gives -8.60 eV. As for the SMILES: C=CC[C@H](C)NCN. The LUMO energy is 1.0 eV.

CARTESIAN COORDINATES (ANGSTROEM)
C 2.9856 1.7745 0.0458
C 1.7154 1.4826 -0.1711
C 1.2383 0.1023 -0.4542
C 0.1964 -0.3987 0.5377
C -0.0605 -1.9364 0.4116
N -1.0105 0.3549 0.6531
C -2.0075 0.4859 -0.4012
N -3.0235 -0.5789 -0.3625
H 3.6985 0.9773 0.2708
H 3.6041 2.6648 0.1401
H 1.0004 2.2758 -0.3224
H 2.0150 -0.5926 -0.7693
H 0.6190 0.0119 -1.3919
H 0.6240 -0.4241 1.5616
H -0.4624 -2.2370 -0.5525
H 0.7441 -2.5549 0.8017
H -0.9154 -2.2327 1.0247
H -1.0068 1.1276 1.2912
H -2.4708 1.4515 -0.1421
H -1.5977 0.4953 -1.4149
H -3.0254 -1.1076 -1.2143
H -2.8602 -1.1415 0.4581

---

Arrangement Q

DFT (the ωB97M-V functional and the def2-TZVPD basis) results for C6H14N2 in the gas phase.

For the HOMO energy, the calculation gives -8.49 eV. As for the SMILES: CN1CCC[C@H]1CN. The LUMO energy is 1.0 eV.

CARTESIAN COORDINATES (ANGSTROEM)
C 0.6409 1.4119 1.5556
N -0.1804 0.7009 0.6205
C -1.2421 -0.2063 1.1228
C -1.1890 -1.5128 0.3745
C 0.2574 -1.5759 -0.0943
C 0.6853 -0.0893 -0.3454
C 0.8769 0.5450 -1.7538
N -0.3053 1.2263 -2.2428
H 0.0006 1.9629 2.2652
H 1.2244 2.1345 0.9814
H 1.2881 0.7812 2.1917
H -2.1233 0.4434 0.9955
H -1.1326 -0.3947 2.2219
H -1.8648 -1.6006 -0.4889
H -1.3340 -2.4026 0.9923
H 0.9586 -1.9089 0.6790
H 0.4304 -2.3405 -0.8844
H 1.7332 -0.2544 -0.0045
H 1.2592 -0.3480 -2.3216
H 1.7404 1.2172 -1.7038
H -0.9308 0.5857 -2.7107
H -0.7931 1.6251 -1.4503

---

Arrangement R

DFT (the ωB97M-V functional and the def2-TZVPD basis) results for 2 unconnected molecules or ions with the total composition C6H14N2.

For the HOMO energy, the calculation gives -7.95 eV. As for the SMILES: C/C=C/N.C=NCC. The LUMO energy is 1.2 eV.

CARTESIAN COORDINATES (ANGSTROEM)
C -0.4765 -1.9939 2.0329
C -0.3738 -0.5000 1.8435
C 0.4851 0.2714 2.5687
N 0.5976 1.6888 2.4615
H 0.3103 -2.3522 2.7555
H -1.4690 -2.3309 2.4005
H -0.3139 -2.5125 1.1059
H -1.0119 -0.0709 1.0888
H 1.1801 -0.1846 3.2685
H 0.8062 2.1305 3.3396
H -0.2437 2.1167 2.0509
C 0.7766 1.3026 -0.7940
N -0.2834 0.7091 -1.2439
C -0.4346 0.6404 -2.6899
C -0.2541 -0.8175 -3.1483
H 1.4539 1.8904 -1.4329
H 1.0554 1.2468 0.2532
H -1.4661 0.9847 -2.9281
H 0.2524 1.2928 -3.1850
H -0.4329 -0.9089 -4.2171
H 0.7761 -1.1434 -2.9284
H -0.9335 -1.4595 -2.6017

---

Arrangement S

DFT (the ωB97M-V functional and the def2-TZVPD basis) results for C6H14N2 in the gas phase.

For the HOMO energy, the calculation gives -8.51 eV. As for the SMILES: C=CC[C@H](C)NCN. The LUMO energy is 1.1 eV.

CARTESIAN COORDINATES (ANGSTROEM)
C 1.9950 1.6623 -2.1453
C 1.5476 1.1010 -1.0373
C 1.0029 -0.2948 -0.9312
C 0.6135 -0.7638 0.4592
C 0.2468 -2.2491 0.3569
N -0.3876 0.0577 1.1062
C -1.6653 0.4242 0.4936
N -2.7896 0.2698 1.3849
H 1.8412 1.1865 -3.1132
H 2.4882 2.6235 -2.2267
H 1.7403 1.6358 -0.1149
H 1.7742 -0.9653 -1.3268
H 0.1740 -0.4513 -1.5937
H 1.4849 -0.7106 1.1120
H -0.3881 -2.4354 -0.5165
H 1.1322 -2.8723 0.3725
H -0.3675 -2.5760 1.2005
H 0.0479 0.8353 1.5755
H -1.5985 1.4816 0.2367
H -1.8572 -0.1640 -0.3975
H -2.7810 -0.6319 1.8413
H -2.8615 0.9738 2.1034

---

Structures ranked by computed energy, the most stable listed first: arrangement S, arrangement Q, arrangement R, arrangement P.

---

Arrangement P

DFT (the ωB97M-V functional and the def2-TZVPD basis) results for 11 unconnected molecules or ions with the total composition H22O11.

For the HOMO energy, the calculation gives -10.10 eV. As for the SMILES: O.O.O.O.O.O.O.O.O.O.O. The LUMO energy is -0.1 eV.

CARTESIAN COORDINATES (ANGSTROEM)
O 0.2601 0.0482 0.1370
H 0.7261 0.6007 -0.5007
H 0.5710 -0.8438 -0.0542
O -0.9680 2.7967 -3.3500
H -1.8520 2.7912 -3.7339
H -1.1125 3.0526 -2.4321
O 1.3519 3.9040 -1.4599
H 1.9115 3.4608 -2.1076
H 1.2632 3.2608 -0.7475
O -1.0795 2.5815 2.8368
H -1.3971 1.8144 2.3473
H -0.9985 2.2642 3.7433
O -2.1306 -1.7912 -1.9356
H -2.7354 -2.5415 -1.9254
H -2.7082 -1.0233 -1.8601
O 2.2914 -3.4206 -1.4715
H 1.4186 -3.2731 -1.0901
H 2.1662 -3.2583 -2.4133
O 0.8139 3.7327 1.8153
H 0.8932 4.6931 1.7959
H 0.1922 3.5344 1.1060
O 2.3779 0.2779 0.2733
H 1.7857 -0.2543 0.8164
H 2.0012 1.1641 0.3146
O 0.9968 -3.4827 2.8427
H 1.0026 -2.7033 3.4096
H 1.2546 -4.2020 3.4302
O -3.6191 0.8328 -0.3073
H -3.9715 1.7133 -0.1358
H -3.4937 0.8124 -1.2628
O 1.2818 -5.4345 0.7999
H 0.8830 -6.2977 0.6426
H 0.6231 -4.8094 0.4769

---

Arrangement Q

DFT (the ωB97M-V functional and the def2-TZVPD basis) results for 11 unconnected molecules or ions with the total composition H22O11.

For the HOMO energy, the calculation gives -10.34 eV. As for the SMILES: O.O.O.O.O.O.O.O.O.O.O. The LUMO energy is 0.2 eV.

CARTESIAN COORDINATES (ANGSTROEM)
O 2.1907 0.5044 1.4953
H 2.8517 1.1844 1.4613
H 2.6077 -0.3396 1.6383
O 2.9567 -1.3736 -1.5897
H 3.2297 -1.6256 -2.4517
H 2.2147 -1.9406 -1.3257
O 0.4037 0.2894 -0.4447
H 1.1597 0.3854 0.1023
H -0.2173 0.7264 0.1293
O -3.6963 0.3574 1.5493
H -3.6693 -0.6376 1.5763
H -2.9803 0.6884 1.0063
O 1.3857 3.5804 1.7063
H 1.4957 4.5054 1.7773
H 0.7157 3.3834 1.0443
O 0.8157 0.7124 -3.4597
H 0.6747 0.6444 -2.4697
H -0.0633 0.4164 -3.7157
O -0.2693 -1.7376 1.8063
H -1.0303 -1.6536 1.2633
H 0.1467 -0.9266 1.4763
O -0.9123 -1.7446 -1.8157
H -0.3463 -2.4766 -2.1727
H -0.3393 -1.1726 -1.3137
O -2.8343 1.1864 -1.1127
H -3.3063 0.4274 -1.4257
H -3.0303 1.8524 -1.7967
O -0.9083 1.1964 1.9523
H -0.3343 1.4324 2.6763
H -1.6943 0.9194 2.3633
O 1.2187 -2.8516 -0.1727
H 1.0497 -2.4646 0.6723
H 0.5137 -3.4476 -0.4297

---

Arrangement R

DFT (the ωB97M-V functional and the def2-TZVPD basis) results for 11 unconnected molecules or ions with the total composition H22O11.

For the HOMO energy, the calculation gives -10.42 eV. As for the SMILES: O.O.O.O.O.O.O.O.O.O.O. The LUMO energy is -0.7 eV.

CARTESIAN COORDINATES (ANGSTROEM)
O -0.6361 -2.8591 0.8073
H -0.3432 -3.1723 1.6631
H -1.2643 -2.1653 1.0078
O -0.1575 -0.0681 2.8120
H -1.0048 -0.0750 2.3668
H -0.2764 -0.6490 3.5634
O -0.5081 2.4150 3.7000
H -1.0646 1.9416 4.3184
H -0.2659 1.7602 3.0452
O 2.1994 -2.0125 0.2544
H 1.3051 -2.3458 0.3286
H 2.7006 -2.5275 0.8867
O -2.4443 -0.6062 1.5588
H -3.3139 -0.8548 1.8724
H -2.5986 0.1597 1.0057
O 0.9855 -0.3369 -4.3861
H 1.9333 -0.4455 -4.3081
H 0.6580 -0.4375 -3.4923
O -2.4449 0.1256 -1.8885
H -2.5103 0.9873 -1.4768
H -2.1568 -0.4554 -1.1845
O 0.7203 3.0480 -2.5528
H 1.3550 3.0237 -3.2689
H 1.1021 2.4906 -1.8747
O 0.1212 -1.2780 -1.9036
H -0.4881 -1.9193 -1.5381
H 0.8250 -1.8045 -2.2826
O 2.2357 2.4962 0.0015
H 2.9520 2.4032 0.6297
H 1.6260 1.7936 0.2271
O 0.2208 0.8381 0.1105
H 0.4011 0.4182 -0.7305
H 0.1365 0.1118 0.7283

---

Arrangement S

DFT (the ωB97M-V functional and the def2-TZVPD basis) results for 11 unconnected molecules or ions with the total composition H22O11.

For the HOMO energy, the calculation gives -9.44 eV. As for the SMILES: O.O.O.O.O.O.O.O.O.O.O. The LUMO energy is 0.2 eV.

CARTESIAN COORDINATES (ANGSTROEM)
O -0.3143 -0.5293 -0.1443
H 0.2340 -0.8204 -0.8816
H -0.2451 0.4318 -0.1657
O 2.8861 2.9258 -2.6759
H 1.9937 3.1998 -2.9158
H 3.4043 3.0922 -3.4713
O -0.7648 -2.1074 3.2347
H -1.0715 -2.2684 2.3352
H -1.5732 -2.0954 3.7594
O 0.6351 0.3280 1.7549
H 1.1907 -0.4595 1.7642
H 1.2615 1.0577 1.8203
O -1.1626 -3.5552 -3.9791
H -0.4357 -4.1669 -3.8166
H -1.2118 -3.4995 -4.9401
O 1.2775 0.6289 -1.4888
H 2.1219 1.0053 -1.2164
H 1.5150 -0.2160 -1.8874
O 4.3309 -0.6583 -0.6512
H 5.0669 -0.0574 -0.8129
H 4.3883 -0.8511 0.2914
O -4.2060 -0.6542 2.4525
H -4.4065 -0.6346 3.3950
H -3.8761 0.2317 2.2644
O -3.0890 -2.5250 1.8827
H -3.5691 -3.3579 1.8134
H -3.2048 -2.1149 1.0182
O -2.6722 2.6934 0.0398
H -2.0266 2.0089 -0.1692
H -3.4277 2.2054 0.3860
O 2.8664 3.4620 -0.3105
H 2.0606 3.4027 0.2150
H 3.5149 3.8369 0.2960

---

Structures ranked by computed energy, the most stable listed first: arrangement Q, arrangement R, arrangement S, arrangement P.

---

Arrangement P

DFT (the ωB97M-V functional and the def2-TZVPD basis) results for 11 unconnected molecules or ions with the total composition H22O11.

For the HOMO energy, the calculation gives -9.92 eV. As for the SMILES: O.O.O.O.O.O.O.O.O.O.O. The LUMO energy is -0.4 eV.

CARTESIAN COORDINATES (ANGSTROEM)
O 0.5975 0.4263 -0.6072
H 1.4026 -0.0835 -0.4627
H -0.1081 -0.1620 -0.3158
O -2.8740 0.4852 -0.0811
H -2.8427 1.0797 -0.8391
H -3.6646 0.7578 0.3982
O 3.0746 -2.0994 2.4901
H 2.3103 -2.6838 2.4324
H 3.6660 -2.4180 1.7989
O 2.1734 1.5917 1.1850
H 2.3111 2.0097 0.3275
H 3.0451 1.2585 1.4262
O -1.7831 3.8134 0.1739
H -1.7438 3.0565 -0.4216
H -0.9025 4.2013 0.1186
O 1.3227 -3.9262 -4.1569
H 1.4856 -4.6389 -3.5289
H 1.5878 -3.1302 -3.6824
O -1.3880 0.8994 2.3020
H -1.0899 1.7883 2.0783
H -1.7959 1.0003 3.1695
O 4.1038 0.1879 -1.9407
H 3.7648 0.9502 -1.4580
H 4.4040 -0.4128 -1.2493
O 0.3968 3.2725 0.2346
H 0.1757 2.9503 1.1156
H 0.6810 2.4829 -0.2394
O -2.6257 -1.4883 -0.8877
H -2.0812 -1.2633 -0.1250
H -2.4795 -0.7609 -1.5030
O -3.7866 -2.7967 1.0439
H -4.3944 -3.3991 0.6004
H -2.9427 -2.9489 0.6038

---

Arrangement Q

DFT (the ωB97M-V functional and the def2-TZVPD basis) results for 11 unconnected molecules or ions with the total composition H22O11.

For the HOMO energy, the calculation gives -10.65 eV. As for the SMILES: O.O.O.O.O.O.O.O.O.O.O. The LUMO energy is -0.4 eV.

CARTESIAN COORDINATES (ANGSTROEM)
O 0.7050 -0.5519 0.2385
H 0.1816 0.0065 -0.3028
H 0.3295 -0.5188 1.1372
O -0.4537 1.8995 0.5891
H -1.2330 2.3943 0.7853
H -0.8191 1.2589 0.0880
O -0.5752 -2.0804 2.8739
H -0.4975 -1.3150 2.2895
H -1.0255 -2.7361 2.3881
O -4.2287 -1.2430 2.0657
H -4.8866 -0.8876 1.4372
H -3.4016 -1.2892 1.5800
O 0.5033 -0.6090 -3.9345
H 0.4623 -1.4678 -4.4651
H 1.3904 -0.4752 -3.6352
O 1.9066 2.2399 -0.8191
H 1.4857 2.9387 -0.2341
H 2.6252 2.5733 -1.2414
O 2.2933 -4.5343 2.0416
H 1.9921 -4.9944 1.2807
H 2.7535 -3.6748 1.7678
O 2.3209 3.7792 2.8258
H 1.8890 4.4983 3.3130
H 1.6510 3.5076 2.2400
O -2.6830 -2.1365 -3.4417
H -2.0980 -2.8044 -3.8390
H -2.2003 -1.4305 -3.7482
O 1.3689 1.9053 4.2255
H 2.2512 2.2176 3.9680
H 1.1250 1.4477 3.4600
O -1.2953 0.8706 -5.1786
H -0.6797 0.2658 -5.5289
H -1.1574 0.9457 -4.2264

---

Structures ranked by computed energy, the most stable listed first: arrangement Q, arrangement P.